42
Properties=species:S:1:pos:R:3:forces:R:3 method="wB97M-V/def2-TZVPD" charge=+3 s_squared=6.01 homo_energy_ev="-16.15 / -16.15" orbital_gap_ev="2.36 / 2.55" multiplicity=5 e_tot_ha=-1713.33935 e_above_lowest_kcal_mol=0.0
Pm -0.17250 0.90471 -0.11949 0.15 -2.72 -0.24
O -2.99523 -1.11711 -1.07918 3.69 3.24 1.23
O 2.84067 -4.33824 -1.80064 -1.05 0.18 1.12
O 0.20896 -0.31196 3.23652 -0.68 2.33 -5.06
O 0.56336 -0.75577 -3.22342 -1.07 2.73 4.53
O 3.03391 -0.68680 0.33119 -4.18 2.61 -0.86
N 1.84610 -6.32797 -1.20239 -0.27 1.62 -0.49
N 0.02357 -2.02774 0.05536 -0.03 2.14 -0.34
C 3.01473 -7.07180 -1.72896 0.07 0.24 0.55
C -0.75557 -3.90939 1.29025 -0.26 0.85 0.02
C 0.06444 0.14931 2.18351 0.93 -2.94 6.99
C 0.86864 -2.80007 -0.62912 -0.18 -1.09 0.20
C -2.14341 -0.39589 -0.78575 -5.07 -4.07 -1.69
C 0.13693 -4.73473 0.61272 0.08 0.21 -0.26
C 3.18817 -7.01439 -3.22346 0.05 0.13 -0.44
C 0.56144 -7.00135 -1.48043 -0.02 -0.29 0.19
C 0.15174 3.28941 0.07131 -1.73 2.44 -0.04
C -1.19884 3.08733 -0.08021 1.15 2.85 0.17
C -0.79744 -2.54421 0.96660 -0.09 -1.48 0.50
C 0.91517 -4.18542 -0.41455 0.01 0.82 0.10
C 1.92751 -4.93669 -1.22727 1.36 -2.08 -1.09
C 0.33902 -0.17904 -2.24613 1.49 -3.47 -6.16
C 0.48710 -8.32301 -0.72338 -0.32 -0.12 0.00
C 2.05646 -0.10519 0.13758 5.64 -3.11 1.03
H 0.79898 -8.20002 0.32181 -0.06 -0.03 -0.19
H -1.89249 2.97949 0.76973 0.35 -0.16 0.01
H 1.12569 -9.08506 -1.18679 -0.29 0.15 0.20
H -1.69772 3.15754 -1.06011 0.30 -0.07 0.10
H 1.54031 -2.33983 -1.35025 -0.04 -0.35 0.06
H -0.54584 -8.68796 -0.73652 0.24 -0.06 -0.01
H -1.49599 -1.87016 1.46619 0.06 -0.25 -0.03
H 2.27374 -7.29434 -3.75683 0.17 -0.02 0.03
H 0.23985 -5.79114 0.86219 -0.08 0.28 -0.03
H 3.89607 -6.65387 -1.23165 -0.12 -0.19 -0.05
H 0.47658 -7.19169 -2.56684 0.01 0.21 0.43
H 0.64463 3.35499 1.05993 -0.33 -0.20 -0.21
H -0.27665 -6.34829 -1.20286 0.23 -0.13 -0.15
H 2.86860 -8.10050 -1.39462 0.24 0.21 0.03
H 3.97264 -7.72158 -3.50521 -0.11 0.12 -0.07
H 3.48735 -6.00868 -3.53035 -0.05 -0.24 -0.07
H -1.42452 -4.28159 2.06130 0.18 -0.04 -0.11
H 0.80908 3.56093 -0.77544 -0.34 -0.26 0.11

84
Properties=species:S:1:pos:R:3:forces:R:3 method="wB97M-V/def2-TZVPD" charge=-1 homo_energy_ev=-5.14 orbital_gap_ev=7.09 e_tot_ha=-1823.90523
O 6.21186 -1.06366 2.95290 0.22 0.59 -0.13
O 6.52155 0.18165 5.61459 -0.23 0.20 -0.34
O -0.86759 -0.17996 -2.80415 -0.31 0.06 0.14
O -0.99967 -4.19410 4.54789 -0.09 -0.12 0.71
O -2.52353 -2.93462 -0.57636 0.83 0.01 0.12
O -5.25934 0.24434 -0.47179 0.39 3.62 6.47
O 3.97568 2.36691 -5.09684 0.22 0.19 0.51
O -8.23631 1.95752 -2.20311 -0.05 0.29 0.17
O 0.34749 -0.22517 -5.97311 0.00 0.14 0.28
O 0.01546 2.72185 -0.48298 -8.17 0.02 -0.62
O -2.01762 2.66738 -1.82551 0.77 1.73 3.55
O -0.87016 -0.69341 3.87156 -0.50 0.27 0.10
O 2.59662 -2.80642 1.63785 -0.38 -0.34 -0.45
O -6.19435 1.97794 1.03658 4.36 -4.35 -0.50
O 1.66815 4.21223 -3.16046 -0.02 -0.51 0.03
N -2.82937 0.53969 1.46435 -0.23 1.42 0.90
C -2.25026 2.99024 0.81860 -0.66 1.08 -0.80
C -4.24665 0.42707 1.98272 -1.55 -1.18 -1.31
C -3.75927 -2.77622 -1.24876 -0.13 0.43 -0.14
C -1.81629 -5.05030 3.77051 -0.15 0.01 0.13
C 3.89534 -2.24738 1.56684 -0.15 -0.04 0.01
C -5.31890 0.98778 0.82783 -2.84 0.08 -3.97
C -0.46913 -1.08136 -6.75049 -0.08 0.09 0.22
C 6.99232 -2.17034 3.36568 0.16 0.14 0.11
C 0.18011 -1.57100 3.50961 -0.15 -0.09 -0.50
C 2.17877 5.33180 -2.46040 -0.09 -0.20 0.10
C 0.53976 -0.09839 -2.93438 0.05 0.08 0.44
C -7.37902 1.83928 -3.32352 0.07 -0.11 0.41
C 3.15906 1.51072 -5.87422 -0.19 0.05 0.24
C 6.36275 0.06238 7.01631 -0.18 0.06 -0.06
C -1.32350 2.77714 -0.52076 4.76 0.07 -0.12
C -2.12748 1.79508 1.93463 1.63 0.04 -1.01
H -0.09109 -0.11599 -5.11214 0.13 0.03 -0.52
H -7.97477 1.57513 -4.20041 -0.04 0.06 0.13
H -2.80358 0.48488 0.40394 -0.53 0.00 1.81
H -1.45394 -0.62653 -6.88206 -0.09 -0.21 -0.15
H 3.53710 2.47608 -4.23587 0.18 0.15 -0.51
H 7.86832 -2.26106 2.71880 0.08 -0.23 0.08
H 1.39629 5.75281 -1.82435 0.14 0.18 0.10
H 6.01560 1.01372 7.42681 0.01 -0.09 0.27
H -2.47218 2.19549 2.97970 0.40 -0.97 -2.16
H -0.56611 -2.04764 -6.24951 -0.16 -0.12 -0.19
H 6.77257 -0.27315 3.03190 -0.35 -0.43 0.04
H -0.00326 -1.22546 -7.72816 0.01 0.08 0.16
H -1.35042 -5.19440 2.79283 -0.02 0.11 0.18
H -2.80110 -4.59546 3.63894 -0.07 -0.19 -0.19
H 4.59140 -2.98999 1.16921 0.27 0.13 0.00
H -4.15558 -1.77669 -1.05394 -0.31 -0.04 -0.10
H 2.50268 6.08491 -3.18259 -0.07 -0.18 0.03
H 1.38893 3.56147 -2.49406 -0.11 0.28 -0.23
H -4.48513 -0.73986 2.05867 0.41 2.54 -0.13
H 0.93576 -1.56523 4.29866 -0.12 0.03 -0.05
H -4.42991 0.89753 3.03824 0.65 -0.61 -2.16
H -1.91327 -6.01657 4.27149 -0.14 -0.15 -0.19
H -4.46409 -3.52395 -0.87758 0.18 0.04 0.02
H 3.62493 1.36661 -6.85190 0.01 0.07 0.16
H -1.43825 -4.08493 5.40886 0.31 0.07 -0.51
H 5.63996 -0.72709 7.23613 0.03 0.02 0.26
H 0.88585 -0.91730 -3.56940 -0.08 0.07 0.15
H 5.65084 0.40988 5.24671 0.51 -0.25 0.05
H 7.32642 -0.19445 7.46244 -0.11 0.05 -0.16
H 0.63152 -1.23380 2.57336 0.23 -0.13 0.05
H 2.17425 1.96555 -6.00579 -0.07 -0.26 -0.14
H -1.91897 -2.25816 -0.92630 -0.36 -0.33 0.22
H -3.37456 3.08747 0.44148 2.28 -0.37 0.91
H 7.30511 -2.02999 4.40322 0.08 -0.17 0.00
H -2.81308 3.29431 -1.75805 1.28 -1.65 -0.03
H 2.34290 -3.05572 0.73285 0.00 0.12 0.59
H -1.14534 0.55870 -2.23602 -0.07 -0.27 -0.43
H 4.21186 -1.95545 2.57095 -0.22 -0.08 -0.31
H -1.52488 -0.71957 3.15310 0.15 0.15 0.17
H 6.38975 -3.07844 3.28880 0.00 0.19 -0.05
H -0.97021 1.51404 2.01755 -2.42 0.86 -0.04
H 3.87865 -1.36561 0.92167 0.29 0.09 0.07
H -6.87637 2.79317 -3.50107 0.16 -0.02 -0.26
H -6.64094 1.05526 -3.13754 0.13 0.06 -0.15
H -7.67990 2.19235 -1.44100 -0.16 -0.40 -0.10
H 3.03197 5.02360 -1.85122 0.06 0.26 0.11
H -1.96110 4.05689 1.26652 -0.34 -2.36 -0.98
H 3.06208 0.54444 -5.37324 -0.19 -0.10 -0.25
H -0.21388 -2.58352 3.39278 0.41 0.17 -0.02
H -3.61194 -2.91869 -2.32208 -0.22 -0.05 -0.12
H 0.80931 0.85547 -3.39437 0.29 0.01 0.00
H 1.00334 -0.18371 -1.94856 0.26 0.06 -0.10

101
Properties=species:S:1:pos:R:3:forces:R:3 method="wB97M-V/def2-TZVPD" homo_energy_ev=-8.95 smiles="C[C@H](O)C[C@@H]1COC(=O)[C@H]1N.c1ccncc1.c1ccncc1.c1ccncc1.c1ccncc1.c1ccncc1.c1ccncc1.c1ccncc1" orbital_gap_ev=9.70 e_tot_ha=-2292.81466 e_above_lowest_kcal_mol=59.1
O 0.46689 0.60256 1.39856 -2.42 7.74 3.73
O -3.06550 -0.25023 5.09858 0.59 -0.54 -1.47
O -0.89608 2.65134 1.33939 1.80 -2.23 2.51
N 2.44382 -2.97772 1.64705 0.74 0.17 -0.69
N 1.43558 3.53038 3.10503 0.20 -1.12 -0.01
N -3.92765 -4.08166 5.13151 -0.48 -0.75 0.35
N 2.86651 2.83803 -7.95161 0.11 -0.19 -0.95
N -6.71689 -0.70411 3.67898 -0.47 -0.55 0.69
N -4.99432 -1.04607 8.43495 0.78 0.20 1.04
N 6.86887 3.88915 -12.07837 0.62 0.36 -0.75
N 5.01343 -0.84829 -3.53594 -0.12 -0.20 -0.99
C 3.93780 3.37927 -10.04616 -0.18 -0.08 -0.13
C 0.08238 1.73507 1.99433 0.12 -4.32 -2.60
C -2.36921 0.54071 4.03583 -0.69 -0.33 0.13
C -3.75195 -1.57447 8.47711 -0.82 0.23 -0.24
C 8.89823 3.58634 -13.35011 -0.09 0.25 -0.13
C 3.56274 -3.67104 1.34408 -0.75 0.39 0.27
C 4.59746 -1.29721 -6.26523 0.00 0.02 0.04
C -4.51851 0.03843 10.53857 0.20 -0.10 -0.02
C 2.22658 -1.84298 0.94669 -0.21 -0.71 0.58
C -4.20919 -6.46382 5.40317 -0.22 0.09 0.11
C -3.24573 -0.52217 10.55427 0.02 -0.02 -0.03
C 6.65163 5.02390 -12.77873 0.09 -0.77 0.52
C 2.07994 1.97327 -8.62835 0.46 0.54 0.55
C 3.11411 2.47967 -10.71455 0.00 0.01 0.02
C -1.49756 3.53011 2.35917 -0.33 0.79 0.68
C -8.29436 -2.37486 4.41919 0.08 0.01 0.25
C -2.09810 2.02682 4.67226 -1.04 -0.45 -0.57
C -7.64374 -1.65504 3.42990 0.67 0.63 0.05
C -5.34966 -0.25174 9.46846 0.22 -0.54 -0.72
C 0.44301 2.40305 3.44788 -0.45 -0.12 -0.69
C 7.98779 3.19584 -12.38134 -0.77 0.35 0.31
C 4.42471 0.07607 -4.32552 0.38 -0.54 0.64
C -1.04884 2.96444 3.83104 1.16 1.70 0.69
C 4.47318 -3.28054 0.37531 -0.14 0.20 -0.05
C 2.16585 1.76008 -9.99476 0.20 0.15 -0.12
C 8.64601 4.75837 -14.05568 0.00 -0.01 0.00
C -5.42853 -6.25991 6.04044 -0.04 0.03 0.02
C 5.20827 -2.26809 -5.47860 -0.11 0.19 -0.11
C 3.07589 -1.37336 -0.04240 0.31 -0.21 -0.05
C -7.02192 -1.13547 6.03445 -0.59 -0.01 0.03
C 4.19565 -0.10060 -5.68060 0.06 -0.23 -0.14
C -3.36219 0.52065 2.73152 -0.23 -0.03 -0.47
C 7.50094 5.49352 -13.76782 0.21 -0.15 -0.03
C -3.50082 -5.35359 4.97218 -0.13 0.86 0.02
C -2.85136 -1.34602 9.50505 -0.13 0.20 0.23
C -5.89393 -4.96148 6.22100 0.15 -0.31 -0.07
C 4.22096 -2.10850 -0.33027 0.09 0.03 -0.05
C -6.42801 -0.46580 4.97676 -0.13 0.07 -0.89
C -5.11578 -3.91529 5.75209 0.80 0.12 -0.41
C 5.39107 -2.00081 -4.13127 -0.24 0.77 0.47
C 3.77908 3.52105 -8.67690 -0.61 -0.43 0.56
C -7.97395 -2.10789 5.74605 -0.05 0.13 -0.10
H -4.85554 0.68541 11.34049 0.01 -0.06 -0.08
H -6.35351 0.15907 9.41201 0.04 0.02 0.05
H -1.35658 -0.01305 3.84143 -1.75 1.21 -0.01
H 3.21004 2.34057 -11.78745 0.01 0.02 0.12
H -2.94535 1.09460 1.78890 -0.56 -1.24 1.94
H -3.54601 -0.60557 2.42846 0.46 2.27 0.56
H 8.13832 2.28663 -11.80602 0.02 0.07 -0.06
H 4.40013 4.20822 -8.10967 -0.02 -0.04 -0.08
H -8.46213 -2.65279 6.54880 0.03 0.06 -0.06
H -9.03262 -3.12570 4.16139 0.07 0.06 -0.02
H -6.83994 -4.76909 6.71428 0.09 0.02 -0.05
H 4.68578 3.95590 -10.57841 0.00 -0.14 0.06
H -6.01152 -7.10566 6.39326 0.07 0.09 -0.04
H -3.81942 -7.46317 5.24620 -0.01 0.11 0.00
H -7.85681 -1.82908 2.37920 -0.02 -0.02 0.08
H 5.86008 -2.72814 -3.47500 -0.03 0.00 -0.07
H -1.82204 1.89917 5.82033 -0.20 0.31 -2.59
H 9.78197 2.99120 -13.55034 -0.09 0.04 0.04
H 3.71643 0.67573 -6.26620 0.05 0.00 0.07
H 5.35692 -3.87567 0.17508 -0.07 0.03 0.03
H 7.27533 6.41041 -14.30042 0.00 -0.08 0.07
H 4.43604 -1.47133 -7.32507 0.01 0.03 0.11
H -5.43753 -2.88386 5.86584 0.07 -0.23 0.02
H -3.21339 -1.19760 4.76714 0.41 1.99 0.46
H -1.86638 -1.79855 9.48800 -0.10 0.04 -0.04
H 1.50928 1.05104 -10.48612 0.04 0.06 0.07
H 2.85028 -0.45647 -0.57500 -0.01 -0.08 0.06
H -2.56659 -0.31867 11.37707 -0.08 -0.02 -0.09
H -3.48985 -2.20734 7.63385 0.03 0.05 0.06
H 4.91102 -1.77118 -1.09818 -0.13 0.03 0.04
H 5.53381 -3.21052 -5.90417 -0.02 0.07 0.06
H 4.13257 0.99428 -3.82366 0.00 -0.06 -0.09
H -5.68173 0.30440 5.15040 -0.01 -0.14 0.06
H 0.93428 1.75837 4.29267 -1.23 0.74 -2.04
H 5.74680 5.56382 -12.51523 0.06 0.01 -0.06
H -1.09741 4.60870 2.06019 -0.86 -2.21 1.22
H 2.40151 3.28723 3.45000 -1.59 0.16 -0.47
H 9.33607 5.09570 -14.82359 -0.08 -0.04 0.09
H -2.66745 3.54221 2.32184 2.21 -0.29 -0.41
H 1.32176 -1.30305 1.21019 0.26 -0.13 -0.11
H 1.53452 3.63558 2.07137 -0.24 -0.11 1.19
H 1.35334 1.43840 -8.02314 0.03 0.01 -0.07
H -6.74968 -0.90434 7.05803 0.06 -0.08 -0.27
H -3.14053 2.60842 4.66410 2.20 -1.22 0.00
H 3.71327 -4.58024 1.91940 0.03 0.04 -0.05
H -2.54249 -5.46052 4.47235 -0.07 -0.03 0.03
H -4.44430 0.97317 2.93867 2.44 -0.95 -0.03
H -0.89534 3.88391 4.56015 -0.15 -1.68 -1.70

20
Properties=species:S:1:pos:R:3:forces:R:3 method="wB97M-V/def2-TZVPD" homo_energy_ev=-9.26 smiles="NCc1cccc(C(=O)O)c1" orbital_gap_ev=9.61 e_tot_ha=-515.42536 e_above_lowest_kcal_mol=33.6
O 1.98552 1.39353 -1.61331 -1.15 -0.97 2.11
O 3.11501 0.84768 0.24641 -1.43 -0.57 0.72
N -2.84115 0.45725 -1.69340 0.70 1.28 -0.23
C 1.96169 0.86178 -0.50829 1.44 -0.18 -0.67
C 1.09611 -0.80081 1.26631 2.27 0.27 4.03
C 0.84108 0.02282 0.21411 1.24 1.34 -2.53
C -0.40389 0.07731 -0.35843 0.97 0.34 -1.31
C -1.35059 -1.32700 1.30862 4.62 -0.33 -0.12
C -1.50901 -0.57101 0.20122 2.40 2.08 -1.24
C -2.77920 -0.14058 -0.31673 -3.19 1.30 -1.13
C 0.01922 -1.51958 1.82441 -1.43 0.36 1.95
H -3.21683 0.65294 0.39656 0.56 -1.24 -0.95
H -1.97662 0.47725 -2.28387 -0.98 -0.71 1.13
H 3.80334 1.42806 -0.07278 0.01 0.34 -0.76
H 2.19603 -0.58403 1.87592 -3.44 -1.32 -1.90
H -2.21674 -1.83471 1.50813 -1.71 -1.51 1.84
H -3.49896 -0.96469 -0.35938 0.01 -0.01 0.38
H -0.37117 0.59718 -1.34597 -0.62 -0.20 1.18
H 0.14467 -1.98773 2.89494 -0.17 0.55 -2.53
H -3.03236 1.46779 -1.61184 -0.09 -0.79 0.04